(1)
# C22H32N8PW

C22H32N8PW as an isolated structure (wB97M-V/def2-TZVPD, the OMol25 dataset).

Results
total charge = +1
energy relative to the best compared isomer or geometry (same formula, charge and spin) = 2.4 kJ/mol
DFT total energy = -46363.7234 eV
2S+1 = 1
LUMO energy = -2.4971 eV

Atoms and positions in Å:
W: 0.514 0.439 0.260
C: -3.126 0.921 4.527
N: -2.252 1.318 3.432
C: -1.935 2.605 3.087
C: -1.109 2.526 2.010
N: -0.930 1.209 1.680
C: -1.641 0.495 2.544
P: -1.897 -1.306 2.513
C: -2.058 -1.414 0.717
N: -1.257 -0.806 -0.151
C: -1.718 -1.127 -1.401
C: -2.802 -1.941 -1.280
N: -3.004 -2.131 0.059
C: -4.023 -2.973 0.666
C: -0.157 -1.836 2.585
N: 0.795 -1.362 1.798
C: 1.947 -2.016 2.141
C: 1.676 -2.898 3.147
N: 0.340 -2.778 3.420
C: -0.408 -3.571 4.385
H: -3.336 1.795 5.137
H: -2.641 0.170 5.147
H: -4.064 0.521 4.145
H: -2.311 3.451 3.636
H: -0.621 3.308 1.455
H: -1.232 -0.756 -2.285
H: -3.432 -2.400 -2.021
H: -4.684 -3.337 -0.115
H: -4.610 -2.403 1.384
H: -3.570 -3.826 1.169
H: 2.880 -1.811 1.644
H: 2.304 -3.594 3.674
H: 0.295 -4.120 5.004
H: -1.060 -4.282 3.880
H: -1.008 -2.928 5.025
C: 5.466 -0.008 -0.413
C: 4.555 -0.832 -1.060
C: 3.194 -0.695 -0.815
C: 2.695 0.260 0.090
C: 3.638 1.088 0.708
C: 5.003 0.958 0.466
H: 6.526 -0.114 -0.601
H: 4.905 -1.581 -1.761
H: 2.508 -1.353 -1.338
H: 3.315 1.872 1.382
H: 5.702 1.620 0.962
C: 0.577 1.556 -3.493
C: 0.073 2.302 -2.255
C: -1.413 2.637 -2.395
C: 0.891 3.579 -2.047
N: 0.259 1.466 -1.099
H: 0.466 2.180 -4.380
H: 0.008 0.637 -3.646
H: 1.628 1.294 -3.372
H: -1.568 3.286 -3.258
H: -1.773 3.152 -1.503
H: -2.007 1.732 -2.534
H: 0.798 4.234 -2.915
H: 1.943 3.330 -1.903
H: 0.536 4.115 -1.166
N: 1.687 1.093 3.360
H: 1.372 0.929 4.311
H: 1.887 2.086 3.293
H: 2.576 0.616 3.253

For reference, the Löwdin charges in units of e are:
1. W 1.47
2. C -0.02
3. N -0.12
4. C -0.03
5. C -0.11
6. N -0.12
7. C -0.45
8. P 1.18
9. C -0.45
10. N -0.10
11. C -0.10
12. C -0.03
13. N -0.12
14. C -0.02
15. C -0.46
16. N -0.05
17. C -0.10
18. C -0.03
19. N -0.12
20. C -0.02
21. H 0.10
22. H 0.09
23. H 0.09
24. H 0.13
25. H 0.11
26. H 0.10
27. H 0.13
28. H 0.10
29. H 0.09
30. H 0.09
31. H 0.10
32. H 0.13
33. H 0.10
34. H 0.10
35. H 0.08
36. C -0.09
37. C -0.10
38. C -0.18
39. C -0.34
40. C -0.17
41. C -0.10
42. H 0.10
43. H 0.10
44. H 0.08
45. H 0.07
46. H 0.10
47. C -0.04
48. C -0.71
49. C -0.04
50. C -0.05
51. N -0.19
52. H 0.09
53. H 0.07
54. H 0.08
55. H 0.09
56. H 0.08
57. H 0.07
58. H 0.09
59. H 0.08
60. H 0.07
61. N 0.04
62. H 0.03
63. H 0.02
64. H 0.01

(2)
# C22H33AsBaN5O4SSeSi2

C22H33AsBaN5O4SSeSi2 as an isolated structure (wB97M-V/def2-TZVPD, the OMol25 dataset).

Results
total charge = -1
energy relative to the best compared isomer or geometry (same formula, charge and spin) = 0.5 kJ/mol
DFT total energy = -192463.9638 eV
2S+1 = 1
LUMO energy = 1.1979 eV

Atoms and positions in Å:
Ba: 0.298 -1.563 -0.690
C: 4.732 1.052 1.535
C: 3.677 2.056 1.801
N: 3.881 3.295 2.123
N: 2.625 3.807 2.302
C: 1.638 2.910 2.119
S: -0.010 3.085 2.239
N: 2.332 1.781 1.791
N: 1.716 0.597 1.376
H: 5.692 1.560 1.495
H: 4.551 0.535 0.598
H: 4.760 0.299 2.326
H: 2.489 4.771 2.537
H: 0.718 0.737 1.558
H: 1.990 -0.157 2.003
O: -1.473 -2.728 0.723
C: -1.060 -2.162 1.772
O: -0.384 -1.101 1.753
C: -1.368 -2.805 3.099
C: -2.028 -4.026 3.144
C: -2.313 -4.620 4.360
C: -1.931 -3.967 5.521
C: -1.276 -2.746 5.501
C: -0.995 -2.168 4.276
N: -2.234 -4.586 6.814
O: -2.818 -5.654 6.814
O: -1.906 -3.992 7.824
H: -2.303 -4.499 2.212
H: -2.819 -5.571 4.426
H: -0.998 -2.273 6.431
H: -0.486 -1.216 4.211
C: -1.431 -0.885 -4.982
Si: 0.124 0.187 -4.840
C: 0.013 1.426 -6.263
C: 1.570 -0.960 -5.248
As: 0.127 1.128 -2.737
Si: 2.254 1.995 -2.704
C: 3.562 0.708 -2.245
C: 2.297 3.388 -1.427
C: 2.877 2.737 -4.327
H: -1.520 -1.314 -5.985
H: -2.329 -0.295 -4.784
H: -1.420 -1.715 -4.270
H: -0.190 0.908 -7.207
H: 0.940 1.990 -6.377
H: -0.793 2.140 -6.081
H: 1.474 -1.382 -6.254
H: 1.600 -1.788 -4.537
H: 2.530 -0.440 -5.193
H: 3.298 0.197 -1.316
H: 4.556 1.154 -2.136
H: 3.626 -0.049 -3.032
H: 1.528 3.250 -0.663
H: 2.093 4.342 -1.920
H: 3.270 3.470 -0.932
H: 2.966 1.987 -5.117
H: 3.867 3.179 -4.175
H: 2.204 3.523 -4.676
Se: 2.628 -3.022 0.865
C: 2.740 -3.887 -0.827
C: 2.964 -3.196 -2.024
C: 3.030 -3.871 -3.243
C: 2.872 -5.244 -3.298
C: 2.648 -5.946 -2.116
C: 2.583 -5.282 -0.904
H: 3.140 -2.125 -1.999
H: 3.216 -3.310 -4.150
H: 2.925 -5.765 -4.246
H: 2.525 -7.023 -2.140
H: 2.407 -5.833 0.010

For reference, the Löwdin charges in units of e are:
1. Ba 1.50
2. C 0.01
3. C -0.35
4. N 0.11
5. N 0.02
6. C -0.86
7. S 0.56
8. N -0.09
9. N 0.09
10. H 0.08
11. H 0.06
12. H 0.09
13. H 0.14
14. H 0.01
15. H 0.07
16. O -0.24
17. C -0.70
18. O -0.25
19. C -0.11
20. C 0.01
21. C 0.01
22. C -0.15
23. C 0.01
24. C 0.01
25. N -0.36
26. O 0.06
27. O 0.07
28. H 0.12
29. H 0.12
30. H 0.12
31. H 0.12
32. C -0.26
33. Si 0.06
34. C -0.24
35. C -0.24
36. As 0.49
37. Si 0.08
38. C -0.25
39. C -0.24
40. C -0.24
41. H 0.02
42. H 0.02
43. H 0.01
44. H 0.02
45. H 0.00
46. H 0.02
47. H 0.03
48. H -0.01
49. H 0.01
50. H -0.02
51. H 0.03
52. H 0.01
53. H -0.01
54. H 0.02
55. H 0.02
56. H 0.00
57. H 0.02
58. H 0.02
59. Se 0.40
60. C -0.79
61. C -0.21
62. C -0.11
63. C -0.11
64. C -0.10
65. C -0.15
66. H 0.06
67. H 0.09
68. H 0.09
69. H 0.10
70. H 0.09

(3)
# C22H33Br2Cl3GeIrN2O3SSi

C22H33Br2Cl3GeIrN2O3SSi as an isolated structure (wB97M-V/def2-TZVPD, the OMol25 dataset).

Results
total charge = +3
DFT total energy = -288172.8294 eV
2S+1 = 1
LUMO energy (alpha / beta) = -12.2170 / -12.1993 eV

Atoms and positions in Å:
Ir: 0.207 -0.247 0.684
Br: 6.318 -2.062 -1.143
C: 4.624 -1.482 -0.696
C: 4.429 -0.223 -0.124
C: 3.153 0.156 0.213
N: 2.088 -0.641 -0.008
C: 2.267 -1.854 -0.595
C: 3.515 -2.306 -0.937
C: 1.002 -2.564 -0.846
C: 0.874 -3.715 -1.584
C: -0.398 -4.255 -1.800
Br: -0.595 -5.804 -2.786
C: -1.510 -3.601 -1.270
C: -1.322 -2.447 -0.548
N: -0.092 -1.941 -0.333
H: 5.260 0.444 0.056
H: 2.947 1.117 0.669
H: 3.657 -3.277 -1.390
H: 1.745 -4.196 -2.007
H: -2.510 -3.981 -1.422
H: -2.154 -1.906 -0.122
Cl: 0.399 3.088 -0.243
Ge: -0.914 1.498 -0.722
Cl: -0.612 0.737 -2.648
Cl: -2.926 1.858 -0.263
C: 0.780 5.136 3.307
C: -0.382 4.402 3.939
C: -0.660 4.875 5.351
C: -1.619 4.407 3.064
O: 0.093 2.966 4.025
Si: -0.531 1.723 4.755
S: -1.046 0.126 2.275
O: -2.011 1.754 5.229
C: -3.032 0.934 5.992
C: -2.911 1.380 7.432
C: -2.702 -0.530 5.807
C: -4.357 1.317 5.372
O: 0.375 0.447 4.979
C: 1.850 0.331 5.238
C: 2.238 1.428 6.209
C: 2.538 0.477 3.893
C: 2.022 -1.050 5.831
H: 0.523 6.188 3.187
H: 1.007 4.726 2.323
H: 1.668 5.073 3.936
H: -0.963 5.922 5.329
H: 0.235 4.803 5.969
H: -1.475 4.310 5.809
H: -1.982 5.429 2.953
H: -2.422 3.817 3.510
H: -1.388 4.024 2.068
H: -1.920 1.155 7.831
H: -3.641 0.843 8.038
H: -3.109 2.446 7.530
H: -1.709 -0.771 6.187
H: -2.778 -0.825 4.758
H: -3.425 -1.125 6.364
H: -4.539 2.386 5.469
H: -5.160 0.788 5.885
H: -4.392 1.041 4.317
H: 2.092 2.419 5.773
H: 3.294 1.339 6.464
H: 1.670 1.338 7.136
H: 2.331 1.456 3.454
H: 2.210 -0.318 3.215
H: 3.617 0.382 4.020
H: 1.488 -1.133 6.777
H: 3.079 -1.236 6.022
H: 1.656 -1.818 5.150

For reference, the Löwdin charges in units of e are:
1. Ir 0.82
2. Br 0.99
3. C -0.64
4. C -0.04
5. C -0.08
6. N -0.11
7. C -0.18
8. C 0.00
9. C -0.18
10. C 0.00
11. C -0.64
12. Br 0.98
13. C -0.04
14. C -0.07
15. N -0.11
16. H 0.13
17. H 0.12
18. H 0.13
19. H 0.13
20. H 0.14
21. H 0.13
22. Cl 0.25
23. Ge -0.44
24. Cl 0.28
25. Cl 0.27
26. C -0.01
27. C -0.57
28. C -0.01
29. C -0.01
30. O -0.11
31. Si 0.30
32. S 0.43
33. O -0.10
34. C -0.56
35. C 0.00
36. C -0.02
37. C -0.01
38. O -0.14
39. C -0.58
40. C -0.01
41. C -0.03
42. C -0.01
43. H 0.11
44. H 0.06
45. H 0.10
46. H 0.11
47. H 0.10
48. H 0.08
49. H 0.11
50. H 0.09
51. H 0.06
52. H 0.10
53. H 0.11
54. H 0.10
55. H 0.09
56. H 0.07
57. H 0.11
58. H 0.10
59. H 0.11
60. H 0.09
61. H 0.08
62. H 0.12
63. H 0.11
64. H 0.08
65. H 0.06
66. H 0.11
67. H 0.10
68. H 0.11
69. H 0.09